(1)
A cluster of 9 separate species, C38H100N6O13 in total in a non-equilibrium geometry, computed with wB97M-V/def2-TZVPD.

- SMILES: COC[C@H](C)N.COC[C@H](C)N.COCCNCCOC.COCCNCCOC.COCCNCCOC.COCCNCCOC.CCO.CCO.CCO
- Relative energy (zero: lowest compared OMol25 entry of this formula, charge and spin): 100.5 kcal per mole
- E_tot: -76578.5817 eV
- Gap between HOMO and LUMO: 0.322 Eh

```
! wB97M-V def2-TZVPD RIJCOSX def2/J DEFGRID3
* xyz 0 1
C -0.357 -0.558 0.338
C -0.038 0.598 -0.571
O 1.024 1.340 0.049
H 0.333 -1.396 0.313
H -1.330 -0.998 0.055
H -0.613 -0.163 1.321
H -0.868 1.307 -0.636
H 0.274 0.336 -1.585
H 1.887 1.236 -0.397
C -0.858 -4.699 3.657
C -1.920 -3.611 3.617
O -1.790 -2.844 2.446
H -1.005 -5.319 4.542
H 0.120 -4.222 3.699
H -0.983 -5.346 2.790
H -1.884 -2.996 4.528
H -2.910 -4.088 3.739
H -2.130 -1.960 2.631
C 1.949 2.449 3.853
C 0.619 1.729 4.056
O -0.243 1.859 2.951
H 2.712 2.138 4.565
H 1.816 3.529 4.003
H 2.257 2.392 2.807
H 0.101 2.169 4.908
H 0.819 0.675 4.290
H 0.152 1.501 2.146
C 5.938 -4.270 -1.992
O 5.496 -3.431 -0.959
C 4.159 -3.604 -0.576
C 3.786 -2.652 0.517
N 4.039 -3.145 1.884
C 3.868 -1.998 2.794
C 4.081 -2.343 4.249
O 3.992 -1.241 5.099
C 5.155 -0.421 5.092
H 6.036 -5.313 -1.671
H 6.879 -3.886 -2.372
H 5.187 -4.263 -2.798
H 3.898 -4.653 -0.381
H 3.504 -3.371 -1.442
H 2.706 -2.483 0.452
H 4.276 -1.683 0.349
H 5.014 -3.440 1.875
H 2.834 -1.687 2.625
H 4.558 -1.208 2.468
H 5.021 -2.912 4.355
H 3.325 -3.071 4.557
H 4.936 0.442 5.721
H 5.404 -0.040 4.100
H 5.989 -0.969 5.538
C -4.205 -7.234 -6.177
O -4.169 -6.210 -5.204
C -5.393 -5.973 -4.552
C -5.205 -4.841 -3.560
N -4.094 -5.113 -2.716
C -3.860 -4.243 -1.588
C -2.448 -4.468 -1.059
O -1.533 -4.531 -2.112
C -0.208 -4.503 -1.670
H -3.782 -8.144 -5.752
H -3.607 -6.906 -7.029
H -5.222 -7.372 -6.558
H -5.726 -6.879 -4.018
H -6.177 -5.751 -5.291
H -6.135 -4.687 -3.010
H -5.081 -3.932 -4.187
H -3.242 -5.338 -3.204
H -4.584 -4.437 -0.795
H -3.945 -3.181 -1.886
H -2.473 -5.412 -0.485
H -2.186 -3.709 -0.309
H 0.061 -5.414 -1.118
H 0.018 -3.642 -1.027
H 0.446 -4.437 -2.540
C 0.325 4.474 0.611
O 0.402 5.871 0.842
C 0.511 6.637 -0.327
C -0.019 8.045 -0.105
N -1.467 8.102 -0.208
C -2.184 7.398 0.873
C -3.455 8.127 1.222
O -3.277 9.478 1.568
C -2.648 9.660 2.824
H 0.643 4.152 -0.384
H -0.685 4.093 0.784
H 0.993 3.987 1.323
H -0.012 6.203 -1.187
H 1.561 6.730 -0.650
H 0.408 8.689 -0.876
H 0.348 8.395 0.874
H -1.825 9.049 -0.190
H -1.538 7.287 1.750
H -2.487 6.402 0.536
H -3.971 7.544 2.004
H -4.172 8.151 0.396
H -2.723 10.710 3.086
H -1.604 9.329 2.794
H -3.138 9.036 3.583
C 5.669 0.608 -4.516
O 5.601 0.049 -3.207
C 4.450 -0.733 -3.026
C 3.182 0.013 -2.656
N 3.334 0.861 -1.471
C 3.694 2.274 -1.733
C 4.212 2.959 -0.468
O 5.286 2.343 0.201
C 4.903 1.392 1.172
H 4.838 1.283 -4.723
H 5.746 -0.214 -5.234
H 6.605 1.161 -4.578
H 4.680 -1.431 -2.214
H 4.240 -1.363 -3.904
H 2.330 -0.669 -2.595
H 2.928 0.647 -3.520
H 4.132 0.499 -0.962
H 2.771 2.808 -1.988
H 4.388 2.361 -2.572
H 3.388 3.248 0.196
H 4.597 3.925 -0.822
H 3.940 1.616 1.642
H 5.681 1.292 1.926
H 4.761 0.407 0.715
C -4.888 -1.530 5.380
C -3.951 -0.344 5.379
C -4.005 0.442 4.087
O -3.498 -0.363 3.046
C -3.778 0.142 1.762
N -4.208 0.518 6.557
H -5.877 -1.304 4.974
H -5.061 -1.896 6.391
H -4.416 -2.309 4.781
H -2.928 -0.695 5.543
H -3.425 1.374 4.140
H -5.048 0.745 3.897
H -3.296 -0.477 1.008
H -3.318 1.135 1.631
H -4.849 0.235 1.560
H -5.189 0.785 6.585
H -3.714 1.401 6.467
C -0.800 -1.627 -3.550
C -1.644 -0.869 -4.565
C -1.668 0.604 -4.254
O -2.581 1.235 -5.137
C -2.700 2.608 -4.902
N -1.025 -1.045 -5.882
H -1.108 -1.442 -2.520
H 0.259 -1.391 -3.670
H -0.955 -2.688 -3.751
H -2.646 -1.313 -4.593
H -0.662 1.002 -4.425
H -2.027 0.725 -3.223
H -1.751 3.149 -4.983
H -3.131 2.816 -3.911
H -3.420 2.998 -5.622
H -1.566 -0.559 -6.588
H -0.934 -2.007 -6.178
*
```

(2)
A cluster of 9 separate species, C38H100N6O15 in total in a non-equilibrium geometry, computed with wB97M-V/def2-TZVPD.

- SMILES: COCCNCCOC.COCCNCCOC.COCCNCCOC.COCCNCCOC.COCCNCCOC.COCCNCCOC.CCO.O.O
- Relative energy (zero: lowest compared OMol25 entry of this formula, charge and spin): 8.4 kcal per mole
- E_tot: -80670.9745 eV
- Gap between HOMO and LUMO: 0.319 Eh

```
! wB97M-V def2-TZVPD RIJCOSX def2/J DEFGRID3
* xyz 0 1
O -0.820 0.394 -0.207
H -0.247 0.422 -0.973
H -0.354 0.897 0.460
O -2.501 -1.862 -1.013
H -3.066 -1.320 -1.564
H -1.809 -1.268 -0.722
C 2.461 -4.561 1.902
O 1.325 -3.804 1.515
C 0.878 -4.218 0.205
C 0.783 -3.007 -0.823
N 2.030 -2.283 -1.076
C 3.016 -2.997 -1.944
C 4.350 -2.317 -1.895
O 4.993 -2.415 -0.606
C 6.302 -1.797 -0.601
H 2.277 -5.624 2.059
H 2.837 -4.207 2.861
H 3.267 -4.527 1.169
H -0.145 -4.559 0.361
H 1.428 -5.081 -0.171
H 0.063 -2.288 -0.430
H 0.217 -3.249 -1.723
H 2.572 -2.284 -0.224
H 2.622 -2.927 -2.958
H 3.216 -4.002 -1.572
H 4.150 -1.292 -2.207
H 5.019 -2.826 -2.589
H 6.872 -2.040 0.296
H 6.211 -0.713 -0.664
H 6.865 -2.148 -1.466
C -1.179 3.824 -1.058
O -0.312 4.917 -1.120
C -0.379 5.715 0.084
C 0.808 6.634 0.209
N 1.986 5.824 0.579
C 3.347 6.411 0.546
C 4.309 5.297 0.499
O 4.164 4.401 -0.622
C 5.239 3.454 -0.557
H -0.976 3.275 -0.138
H -1.142 3.129 -1.896
H -2.228 4.108 -0.964
H -0.394 5.154 1.018
H -1.311 6.278 0.046
H 0.778 7.392 0.992
H 1.056 7.026 -0.777
H 2.064 5.032 -0.043
H 3.576 7.060 1.391
H 3.557 6.894 -0.408
H 4.307 4.713 1.419
H 5.307 5.734 0.462
H 5.136 2.868 0.356
H 6.207 3.955 -0.563
H 5.101 2.674 -1.305
C -3.563 -6.748 5.573
O -2.937 -5.564 5.113
C -1.488 -5.583 5.131
C -0.934 -4.578 4.089
N -0.978 -3.192 4.539
C -0.904 -2.241 3.333
C -1.382 -0.774 3.696
O -2.776 -0.862 3.926
C -3.507 0.203 4.533
H -3.445 -7.549 4.843
H -4.620 -6.583 5.783
H -3.082 -7.009 6.516
H -1.191 -6.597 4.862
H -1.024 -5.506 6.114
H -1.666 -4.651 3.284
H 0.053 -4.778 3.672
H -1.898 -3.033 4.926
H -1.443 -2.625 2.467
H 0.092 -2.042 2.938
H -1.212 -0.099 2.858
H -0.900 -0.378 4.590
H -3.141 0.253 5.558
H -4.576 -0.013 4.544
H -3.202 1.160 4.109
C -0.712 -3.987 -4.942
O -0.792 -2.580 -5.178
C -1.018 -1.744 -4.015
C -1.026 -0.298 -4.404
N -2.139 0.054 -5.176
C -2.134 1.363 -5.808
C -2.052 2.553 -4.932
O -1.736 3.786 -5.653
C -0.369 3.868 -6.086
H -1.375 -4.434 -4.202
H 0.316 -4.254 -4.694
H -0.965 -4.465 -5.889
H -0.238 -1.875 -3.265
H -1.930 -2.103 -3.538
H -0.099 -0.054 -4.922
H -0.970 0.291 -3.489
H -2.440 -0.694 -5.784
H -3.041 1.462 -6.405
H -1.305 1.340 -6.515
H -1.435 2.321 -4.064
H -3.057 2.727 -4.548
H 0.344 4.013 -5.274
H -0.287 4.788 -6.663
H -0.117 3.022 -6.726
C 1.981 1.642 8.624
O 2.456 1.585 7.277
C 1.594 0.810 6.428
C 2.042 1.047 4.896
N 2.830 -0.033 4.359
C 3.205 0.305 2.973
C 2.053 0.242 1.894
O 1.112 1.268 1.779
C 1.716 2.512 1.520
H 1.809 0.627 8.984
H 1.025 2.163 8.682
H 2.624 2.183 9.317
H 0.549 1.116 6.464
H 1.564 -0.265 6.602
H 2.497 2.027 4.753
H 1.126 1.166 4.318
H 3.646 -0.173 4.937
H 3.804 -0.513 2.575
H 3.832 1.163 2.732
H 1.458 -0.613 2.217
H 2.362 0.025 0.872
H 0.951 3.185 1.134
H 2.559 2.481 0.830
H 2.098 2.845 2.485
C -4.093 2.557 1.292
O -4.125 2.449 -0.151
C -4.085 1.132 -0.635
C -3.975 1.129 -2.218
N -3.956 -0.235 -2.693
C -5.218 -0.910 -2.987
C -4.921 -2.357 -3.272
O -4.314 -2.423 -4.585
C -4.199 -3.761 -4.980
H -3.259 1.934 1.617
H -5.003 2.142 1.725
H -3.837 3.538 1.693
H -5.031 0.677 -0.344
H -3.291 0.546 -0.173
H -3.018 1.600 -2.440
H -4.760 1.733 -2.673
H -3.330 -0.224 -3.485
H -5.690 -0.381 -3.815
H -5.831 -0.814 -2.091
H -5.854 -2.919 -3.281
H -4.215 -2.781 -2.557
H -3.733 -3.710 -5.964
H -5.140 -4.292 -5.124
H -3.626 -4.325 -4.244
C 1.729 2.251 -3.097
C 2.402 1.117 -2.373
O 1.397 0.201 -2.029
H 0.790 2.613 -2.677
H 1.495 2.014 -4.134
H 2.445 3.073 -3.114
H 2.893 1.420 -1.448
H 3.154 0.663 -3.018
H 1.775 -0.637 -1.753
*
```